11
Properties=species:S:1:pos:R:3:nbo_charge:R:1 method="wB97M-V/def2-TZVPD" de_lowest_kcal_mol=16.2 energy_ha=-1568.4006 orbital_gap_ev=11.1566 charge=+1 spin_multiplicity=1 lumo_energy_ha=-0.1612
N 2.051 -0.100 0.387 -0.742
C 0.807 -0.203 -0.099 0.528
Cl 0.862 -0.902 -1.764 0.072
N -0.226 0.303 0.416 -0.601
C -1.824 0.021 -0.243 -0.129
Cl -2.784 -0.277 1.079 0.169
Cl -2.225 1.412 -1.280 0.103
H 2.244 0.249 1.283 0.427
H 2.806 -0.654 -0.128 0.455
H -0.218 1.106 1.114 0.458
H -1.491 -0.956 -0.765 0.259